A structure of composition C17H47AlF2NO9S7. Source: the Open Molecules 2025 dataset; level of theory: ωB97M-V with the def2-TZVPD basis set.

The geometry in XYZ format:
```
84
Properties=species:S:1:pos:R:3:forces:R:3:lowdin_charge:R:1
C -9.040 -1.373 -1.857 0.111 -0.041 -0.492 -0.249
Al -8.896 -3.187 -2.791 -0.583 0.739 -0.693 0.257
N -7.441 -4.184 -1.854 0.473 2.752 0.451 0.070
C -6.361 -3.288 -1.812 -0.601 -0.905 0.542 -0.594
O -5.533 -3.252 -0.956 0.865 0.048 0.605 0.105
F -6.236 -2.411 -2.819 -0.434 -0.539 -0.335 0.082
C -7.857 -4.474 -0.542 0.518 -1.076 -1.014 -0.598
O -8.174 -5.559 -0.197 -0.412 -0.493 0.602 0.136
F -7.945 -3.453 0.331 0.130 0.242 -0.202 0.100
H -8.771 -0.616 -2.625 -0.047 -0.300 0.386 -0.013
H -10.069 -1.124 -1.535 0.474 -0.182 0.103 -0.020
H -8.327 -1.255 -1.020 -0.428 0.067 -0.199 -0.017
H -10.260 -4.013 -2.814 -0.091 -0.292 0.351 -0.122
H -8.382 -3.048 -4.304 0.075 -0.056 -0.054 -0.105
C -1.073 -4.832 1.851 0.067 -0.037 0.128 -0.278
S -1.102 -3.389 0.772 -0.187 -0.003 -0.037 0.809
O -0.628 -2.220 1.574 -0.034 -0.114 0.051 -0.577
C -2.894 -3.285 0.666 0.074 0.048 0.079 -0.271
H -0.035 -5.063 2.086 0.004 0.056 -0.044 0.043
H -1.615 -4.616 2.772 -0.014 0.065 -0.038 0.056
H -1.526 -5.678 1.335 -0.004 0.045 -0.040 0.052
H -3.314 -3.172 1.666 0.065 0.003 0.017 0.067
H -3.285 -4.185 0.193 -0.012 0.065 -0.068 0.054
H -3.157 -2.421 0.062 0.006 -0.078 -0.064 0.038
C 0.127 2.483 1.039 -0.291 0.102 -0.143 -0.276
S -0.378 1.311 -0.228 -0.065 -0.075 0.264 0.839
O -0.845 2.106 -1.408 0.103 -0.011 0.351 -0.576
C -1.839 0.718 0.643 -0.112 0.088 0.020 -0.258
H 1.014 3.005 0.691 0.047 -0.101 0.043 0.027
H -0.673 3.204 1.220 -0.079 -0.072 -0.104 0.063
H 0.363 1.946 1.954 0.080 0.008 -0.038 0.039
H -2.512 1.551 0.847 0.071 0.072 -0.102 0.060
H -1.536 0.239 1.574 0.098 -0.092 -0.097 0.042
H -2.345 -0.011 0.013 0.084 0.010 -0.043 0.043
C 3.738 0.467 1.144 -0.311 0.050 0.018 -0.284
S 3.341 1.161 2.753 0.208 -0.073 -0.170 0.807
O 2.652 2.467 2.517 0.281 -0.009 0.142 -0.565
C 5.041 1.524 3.222 0.056 0.069 -0.054 -0.257
H 2.804 0.202 0.647 -0.054 0.044 0.101 0.046
H 4.273 1.204 0.546 0.045 0.015 0.076 0.063
H 4.347 -0.424 1.274 0.070 0.075 0.096 0.017
H 5.490 2.191 2.485 -0.096 -0.008 -0.050 0.060
H 5.606 0.594 3.284 -0.055 -0.012 0.056 0.062
H 5.035 2.007 4.196 -0.027 -0.051 -0.002 0.032
C 5.969 -1.414 -2.672 0.078 -0.012 -0.068 -0.261
S 5.171 -1.558 -1.066 0.075 -0.058 -0.121 0.808
O 6.127 -1.030 -0.050 0.072 -0.184 -0.156 -0.554
C 5.243 -3.355 -0.981 0.057 -0.093 -0.012 -0.261
H 6.066 -0.357 -2.912 -0.065 0.001 0.073 0.053
H 6.958 -1.872 -2.635 -0.020 -0.006 0.086 0.057
H 5.354 -1.903 -3.428 -0.043 0.025 0.034 0.055
H 6.279 -3.687 -1.054 0.013 0.081 0.010 0.057
H 4.651 -3.780 -1.792 -0.031 0.045 0.013 0.055
H 4.826 -3.668 -0.025 -0.020 0.090 -0.004 0.051
C -1.448 2.177 -6.396 0.080 0.051 -0.093 -0.278
S -2.583 1.748 -5.062 -0.091 0.089 0.086 0.814
O -3.935 2.231 -5.459 0.215 0.043 -0.049 -0.558
C -1.918 2.923 -3.876 -0.040 0.247 -0.269 -0.300
H -1.707 1.581 -7.270 -0.061 -0.024 0.059 0.043
H -1.543 3.237 -6.636 -0.058 -0.005 0.048 0.051
H -0.426 1.948 -6.090 -0.025 -0.010 0.039 0.050
H -1.984 3.934 -4.283 -0.102 -0.065 -0.146 0.055
H -0.883 2.671 -3.655 -0.058 -0.110 0.058 0.028
H -2.504 2.861 -2.964 0.035 -0.120 -0.016 0.042
C 3.088 0.816 6.479 -0.093 -0.058 -0.001 -0.267
S 4.716 0.731 7.244 -0.007 -0.022 -0.041 0.800
O 5.612 0.010 6.298 -0.154 0.034 0.096 -0.556
C 4.251 -0.433 8.537 -0.037 -0.102 0.038 -0.275
H 3.150 1.468 5.610 0.029 0.017 0.057 0.016
H 2.773 -0.179 6.164 0.080 -0.011 -0.009 0.065
H 2.373 1.230 7.191 0.048 0.031 0.016 0.057
H 3.862 -1.348 8.089 0.024 0.037 -0.066 0.058
H 3.498 0.022 9.181 0.020 0.037 -0.021 0.051
H 5.139 -0.664 9.124 0.029 0.060 -0.059 0.047
C 0.900 4.921 -2.551 -0.015 -0.050 0.135 -0.262
S 2.581 4.922 -3.193 -0.054 -0.029 -0.001 0.799
O 2.820 3.591 -3.820 -0.020 0.119 0.132 -0.561
C 3.388 4.908 -1.581 0.025 -0.067 0.087 -0.269
H 0.210 4.889 -3.391 0.083 -0.002 -0.042 0.036
H 0.742 4.045 -1.920 -0.021 -0.054 -0.086 0.034
H 0.728 5.833 -1.977 0.061 0.029 -0.043 0.057
H 3.069 4.032 -1.015 -0.038 -0.008 -0.052 0.048
H 3.133 5.820 -1.040 -0.012 0.003 -0.034 0.052
H 4.465 4.869 -1.739 -0.031 0.005 -0.078 0.046
```
Positions in Å, forces in eV/Å.

2S+1: 1
HOMO level: -5.6 eV
Total charge: -1
LUMO level: 1.58 eV
Gap between HOMO and LUMO: 7.16 eV

An isolated molecule of C2H6N4. Source: the Open Molecules 2025 dataset; level of theory: ωB97M-V with the def2-TZVPD basis set.

The geometry in XYZ format:
```
12
Properties=species:S:1:pos:R:3:forces:R:3:nbo_charge:R:1
C -0.347 1.103 1.169 1.935 -3.080 0.810 -0.439
C 0.322 0.190 -1.157 0.926 2.433 -1.489 -0.452
N -0.011 -1.921 0.007 -0.446 -1.378 -0.574 0.203
N -0.354 -2.782 -0.624 -0.681 -0.804 -0.562 -0.069
N 0.522 -1.134 0.737 0.947 2.153 2.048 -0.208
N 0.599 0.244 0.250 -1.704 1.441 0.863 -0.253
H 0.048 2.047 1.468 0.796 0.729 -0.480 0.206
H -1.385 1.256 0.885 -0.118 -0.622 -0.375 0.190
H -0.186 0.438 2.073 -1.117 1.153 -0.640 0.226
H 0.716 0.989 -1.851 0.846 -0.441 1.430 0.212
H 0.737 -0.731 -1.426 0.617 -0.863 -1.502 0.200
H -0.660 0.302 -1.532 -2.002 -0.721 0.471 0.183
```
Positions in Å, forces in eV/Å.

2S+1: 1
HOMO level: -8.8 eV
LUMO level: 0.86 eV
Gap between HOMO and LUMO: 9.65 eV

A structure of composition C45H53CrN7S. Source: the Open Molecules 2025 dataset; level of theory: ωB97M-V with the def2-TZVPD basis set.

The geometry in XYZ format:
```
107
Properties=species:S:1:pos:R:3:forces:R:3:lowdin_spin:R:1
Cr 0.645 0.828 -0.029 0.107 0.161 -0.046 3.674
C 0.747 -2.268 -5.142 0.085 0.053 -0.085 0.001
C 1.396 -0.885 -5.291 -0.107 -0.044 0.133 0.001
C 0.939 0.027 -4.196 -0.159 0.121 -0.053 0.012
C -0.060 0.954 -4.226 0.196 -0.046 -0.110 0.009
C -0.905 1.373 -5.387 -0.141 -0.138 0.133 0.001
C -2.286 0.703 -5.349 0.084 0.082 -0.045 0.000
C -0.211 1.437 -2.872 0.000 0.065 0.134 0.021
N 0.658 0.800 -2.038 0.004 -0.035 -0.707 0.002
C 1.401 -0.029 -2.827 0.149 0.005 0.100 0.018
C 2.508 -0.742 -2.392 -0.115 0.056 0.070 0.003
C 2.960 -0.815 -1.081 -0.097 -0.028 -0.027 0.019
C 4.139 -1.534 -0.658 0.072 0.045 0.106 0.010
C 5.076 -2.263 -1.570 -0.208 -0.148 0.089 0.001
C 4.596 -3.696 -1.836 0.104 0.093 -0.032 0.001
C 4.170 -1.463 0.703 0.015 -0.160 -0.158 0.010
C 3.015 -0.694 1.100 -0.251 -0.114 -0.002 0.019
C 2.594 -0.513 2.411 -0.101 -0.045 -0.071 0.002
C 1.455 0.170 2.810 0.142 0.020 -0.074 0.019
N 0.651 0.889 1.974 -0.004 0.023 0.743 0.002
C -0.269 1.504 2.771 -0.020 0.092 -0.102 0.021
C -1.207 2.425 2.327 0.042 -0.064 -0.063 0.000
C -1.400 2.814 1.011 0.035 -0.091 0.101 0.021
N -0.778 2.252 -0.064 -0.429 0.550 -0.030 0.002
C -1.333 2.829 -1.169 0.018 -0.079 -0.097 0.021
C -1.094 2.431 -2.476 0.034 -0.097 0.084 0.000
C -2.297 3.834 -0.781 -0.085 0.000 0.143 0.012
C -2.339 3.825 0.579 -0.027 0.057 -0.183 0.011
C -3.202 4.653 1.479 -0.097 -0.180 -0.045 0.001
C -4.515 3.940 1.821 0.074 0.089 0.024 0.001
C -3.045 4.719 -1.728 0.204 0.052 0.021 0.001
C -2.149 5.833 -2.283 -0.126 -0.050 0.005 0.001
C -0.082 1.119 4.151 0.140 -0.168 0.051 0.010
C 0.993 0.280 4.174 -0.263 0.005 0.061 0.012
C 1.570 -0.448 5.347 0.154 0.216 -0.018 0.001
C 2.721 0.314 6.016 -0.089 -0.119 -0.021 0.001
C -0.910 1.586 5.305 0.109 0.156 -0.023 0.001
C -0.476 2.965 5.819 -0.070 -0.077 0.007 0.001
N 2.306 -0.297 -0.001 0.637 -0.460 0.046 0.007
C 5.162 -2.090 1.634 0.021 0.226 0.003 0.001
C 6.121 -1.068 2.254 -0.044 -0.129 -0.019 0.001
H 1.095 -2.955 -5.916 -0.005 -0.010 0.009 0.000
H 0.980 -2.694 -4.165 -0.005 -0.028 0.001 0.000
H -0.338 -2.184 -5.217 -0.012 -0.022 0.015 0.000
H 2.483 -0.987 -5.271 0.009 0.025 -0.044 0.000
H 1.128 -0.461 -6.260 0.065 0.016 -0.018 0.000
H -1.032 2.458 -5.379 0.039 0.008 -0.049 0.000
H -0.400 1.115 -6.319 0.012 0.058 -0.015 0.000
H -2.793 0.940 -4.413 -0.043 -0.026 -0.009 0.000
H -2.907 1.038 -6.182 -0.021 -0.012 0.013 0.000
H -2.186 -0.381 -5.408 -0.012 -0.010 0.008 0.000
H 3.075 -1.276 -3.143 0.002 -0.023 -0.002 0.000
H 5.157 -1.724 -2.516 0.086 0.011 0.004 0.000
H 6.074 -2.291 -1.128 0.023 0.046 -0.044 0.000
H 3.584 -3.690 -2.243 -0.013 -0.023 -0.018 0.000
H 5.255 -4.204 -2.542 -0.029 -0.041 0.003 0.000
H 4.579 -4.267 -0.906 -0.013 -0.023 0.006 0.000
H 3.192 -0.973 3.188 0.000 0.004 -0.002 0.000
H -1.842 2.879 3.077 0.022 0.046 0.001 0.000
H -1.672 2.913 -3.254 -0.012 0.022 0.008 0.000
H -2.663 4.883 2.400 0.007 0.065 -0.017 0.000
H -3.424 5.604 0.991 0.032 0.033 0.049 0.000
H -4.314 2.978 2.295 -0.019 -0.011 0.009 0.000
H -5.121 4.543 2.499 -0.036 -0.034 -0.002 0.000
H -5.092 3.750 0.914 -0.017 -0.013 0.000 0.000
H -3.437 4.122 -2.556 -0.074 0.019 0.013 0.000
H -3.902 5.161 -1.216 -0.042 -0.036 -0.028 0.000
H -1.300 5.408 -2.818 0.024 0.030 -0.003 0.000
H -2.703 6.479 -2.965 0.027 0.013 -0.007 0.000
H -1.758 6.443 -1.467 0.017 0.019 -0.014 0.000
H 0.781 -0.616 6.082 0.012 -0.087 -0.006 0.000
H 1.926 -1.428 5.023 -0.051 -0.027 0.040 0.000
H 2.361 1.250 6.443 0.043 0.034 -0.018 0.000
H 3.161 -0.281 6.818 0.033 0.039 0.011 0.000
H 3.500 0.549 5.289 0.024 0.027 0.025 0.000
H -1.962 1.629 5.015 -0.012 -0.069 0.026 0.000
H -0.827 0.864 6.120 -0.080 -0.026 -0.011 0.000
H -0.540 3.710 5.026 0.019 0.022 0.014 0.000
H -1.110 3.284 6.648 0.013 0.036 -0.002 0.000
H 0.556 2.937 6.170 0.015 0.017 -0.018 0.000
H 4.624 -2.612 2.431 0.049 -0.051 -0.022 0.000
H 5.738 -2.840 1.089 -0.035 -0.059 0.046 0.000
H 5.565 -0.282 2.766 0.037 0.026 0.016 0.000
H 6.786 -1.551 2.971 0.019 0.045 0.013 0.000
H 6.731 -0.600 1.481 -0.008 0.038 0.005 0.000
C -4.983 -0.386 0.191 -0.053 0.136 -0.018 0.000
N -4.352 -1.673 0.017 0.212 -0.173 0.094 0.002
C -4.981 -2.894 -0.026 -0.140 -0.109 -0.074 0.001
C -4.037 -3.833 -0.158 -0.064 -0.129 0.042 0.000
N -2.794 -3.197 -0.187 -0.285 0.482 0.135 0.001
C -2.994 -1.820 -0.083 -0.013 0.034 -0.166 0.009
S -2.005 -0.481 -0.143 0.032 -0.387 0.016 0.035
C -1.584 -3.924 -0.264 0.323 -0.186 -0.076 0.000
C -1.633 -5.264 -0.656 -0.082 -0.087 -0.119 0.000
C -0.454 -5.982 -0.699 -0.072 0.042 0.014 0.000
C 0.729 -5.352 -0.356 0.142 0.056 0.036 0.000
C 0.667 -4.022 0.021 -0.057 -0.052 -0.050 0.000
N -0.459 -3.317 0.066 -0.307 0.147 0.103 0.001
H -6.060 -0.529 0.257 0.001 -0.054 -0.006 0.000
H -4.738 0.266 -0.647 -0.017 -0.003 0.003 0.000
H -4.609 0.090 1.097 -0.013 0.009 -0.015 0.000
H -6.049 -3.002 0.025 0.005 0.046 0.045 0.000
H -4.148 -4.898 -0.208 -0.017 0.073 0.057 0.000
H -2.562 -5.737 -0.936 0.111 -0.002 -0.046 0.000
H -0.463 -7.023 -0.994 -0.021 0.008 -0.024 0.000
H 1.676 -5.874 -0.376 -0.006 0.016 0.016 0.000
H 1.557 -3.489 0.318 0.237 0.168 0.006 0.000
```
Positions in Å, forces in eV/Å.

2S+1: 5
HOMO level (alpha / beta): -6.3 / -6.1 eV
LUMO level (alpha / beta): -0.22 / -0.47 eV
Gap between HOMO and LUMO (alpha / beta): 6.07 / 5.62 eV

A structure of composition C21H24N6SeSiYb. Source: the Open Molecules 2025 dataset; level of theory: ωB97M-V with the def2-TZVPD basis set.

The geometry in XYZ format:
```
54
Properties=species:S:1:pos:R:3:forces:R:3:nbo_charge:R:1
Yb 0.536 0.624 1.382 -4.374 0.623 -1.719 1.988
N 2.804 -2.170 4.049 -0.105 0.398 -0.330 -0.318
C 1.584 -1.582 3.884 1.288 -0.896 -0.177 0.275
N 1.635 -0.714 2.880 0.745 -0.607 0.393 -0.651
C 2.937 -0.816 2.424 -0.114 -1.277 2.314 0.266
N 3.662 -1.652 3.139 -0.260 -0.222 -0.182 -0.187
C 3.486 -0.097 1.331 -0.615 1.646 -2.876 0.111
C 4.747 -0.313 0.838 1.571 -0.883 2.608 0.058
N 5.297 0.381 -0.105 0.183 -0.061 -1.761 -0.297
C 4.506 1.167 -0.822 0.908 -0.286 -0.654 0.031
C 3.225 1.431 -0.421 -1.327 1.750 0.087 0.034
N 2.719 0.810 0.654 0.312 -0.245 0.693 -0.564
H 3.185 -2.934 4.682 -1.109 1.474 -0.955 0.475
H 0.711 -1.889 4.401 -0.558 0.019 0.506 0.255
H 5.418 -0.969 1.395 -0.235 -0.063 -0.176 0.234
H 4.925 1.488 -1.769 -0.114 0.648 0.232 0.239
H 2.644 2.309 -0.877 0.608 -1.780 0.563 0.259
C 0.235 0.463 -2.165 -0.750 1.028 0.225 -1.128
Si -0.378 -1.104 -1.387 -0.287 -0.326 -0.865 1.812
C 1.139 -2.199 -1.473 0.529 -0.011 -1.120 -1.142
C -1.882 -1.738 -2.347 0.361 0.373 -0.088 -1.124
N -0.857 -0.690 0.205 2.826 1.662 -0.072 -1.303
C -1.729 -1.493 0.859 -3.640 -0.350 2.519 0.164
C -1.557 -2.867 1.101 -0.824 1.590 0.036 -0.305
C -2.396 -3.522 1.985 -0.584 0.155 1.219 -0.190
C -3.489 -2.903 2.615 0.507 -1.025 0.687 -0.246
C -3.768 -1.575 2.302 -1.433 0.221 0.021 -0.209
C -2.962 -0.901 1.417 1.751 0.758 -1.277 -0.261
H -0.685 1.109 -2.255 1.089 -0.211 -0.075 0.269
H 0.710 0.315 -3.148 -0.135 0.170 0.412 0.258
H 0.958 0.976 -1.479 -0.444 -0.120 -0.623 0.176
H 2.000 -1.809 -0.864 -0.713 -0.491 -0.414 0.202
H 1.465 -2.207 -2.562 -0.189 0.033 1.193 0.249
H 0.888 -3.230 -1.244 0.346 -0.204 0.332 0.243
H -1.534 -2.156 -3.303 -0.261 -0.247 0.287 0.245
H -2.459 -0.844 -2.628 0.051 -0.115 0.162 0.248
H -2.573 -2.407 -1.808 0.506 0.085 -0.290 0.259
H -0.831 -3.355 0.516 1.166 -0.831 -0.162 0.207
H -2.113 -4.486 2.378 -0.130 -0.491 -0.500 0.211
H -4.040 -3.507 3.391 0.455 0.966 -1.036 0.226
H -4.693 -1.054 2.667 1.043 -0.668 -0.207 0.229
H -3.238 0.133 1.068 0.533 -1.098 0.587 0.237
Se -1.394 2.880 1.293 1.278 -1.290 1.358 -0.315
C -1.518 3.363 -0.516 -1.228 0.152 -0.682 -0.204
C -0.517 4.109 -1.107 0.916 0.075 0.263 -0.251
C -0.657 4.641 -2.368 -1.636 -0.816 -1.229 -0.205
C -1.818 4.307 -3.115 0.201 -0.321 0.204 -0.207
C -2.873 3.618 -2.505 1.367 0.705 0.123 -0.211
C -2.745 3.195 -1.199 -0.603 -1.924 1.150 -0.230
H 0.438 4.217 -0.579 -0.452 0.300 -0.026 0.202
H 0.091 5.270 -2.794 0.558 0.126 -0.301 0.218
H -1.922 4.399 -4.202 0.337 0.796 0.499 0.222
H -3.757 3.464 -3.071 -0.682 -0.388 -0.306 0.221
H -3.561 2.514 -0.746 1.365 1.493 -0.571 0.227
```
Positions in Å, forces in eV/Å.

2S+1: 2
HOMO level (alpha / beta): -9.9 / -9.9 eV
Total charge: +1
LUMO level (alpha / beta): -4.98 / -4.98 eV
Gap between HOMO and LUMO (alpha / beta): 4.90 / 4.90 eV

In the order shown, the computed max |F| values come out to 2.83; 3.73; 0.79; 4.74 eV/Å.
In the order shown, the computed molar mass values come out to 699.0; 86.1; 776.0; 640.6 g/mol.